Record 1
The following is a DFT calculation (wB97M-V/def2-TZVPD) of one molecule with the formula C3H3NO2S at a distorted geometry.

```
! wB97M-V def2-TZVPD RIJCOSX def2/J DEFGRID3
* xyz 0 1
C -1.57 -0.05 0.01
C -0.31 -0.42 0.03
C 1.94 0.12 -0.33
N 2.15 0.46 0.86
O -3.92 0.04 -0.88
O 0.68 -0.01 -0.85
S -3.02 0.65 0.15
H 1.33 0.70 1.40
H 0.09 -1.31 0.76
H 2.63 -0.19 -1.16
*
```

## Properties
HOMO energy (spin up / spin down) (eV): -9.844 / -9.845
Relative energy (zero: lowest compared OMol25 entry of this formula, charge and spin) (eV): 4.8630
Frontier orbital gap (spin up / spin down) (eV): 9.1 / 9.1

Here are the natural (NBO) charges for atoms 1 to 2, given in e:
1 C -0.421
2 C 0.105


Record 2
The following is a DFT calculation (wB97M-V/def2-TZVPD) of C2HBr4N3 as an isolated structure at a distorted geometry.

```
! wB97M-V def2-TZVPD RIJCOSX def2/J DEFGRID3
* xyz 0 1
C 0.18 1.28 -1.74
C -0.15 -1.47 0.02
N -0.49 0.50 -2.23
N 0.00 -0.43 0.82
N 1.07 0.15 1.12
Br 1.20 2.60 -1.14
Br -1.83 -1.99 -0.53
Br -1.85 0.18 1.67
Br 1.26 0.74 2.78
H 0.61 -1.56 -0.77
*
```

## Properties
HOMO energy (spin up / spin down) (eV): -8.472 / -8.471
Relative energy (zero: lowest compared OMol25 entry of this formula, charge and spin) (eV): 2.8481
Frontier orbital gap (spin up / spin down) (eV): 6.7 / 6.6

Here are the natural (NBO) charges for atoms 1 to 2, given in e:
1 C 0.083
2 C -0.134


| no. | E (eV) |
| --- | --- |
| 1 | -19575.9132 |
| 2 | -286724.6845 |